# C5H12O

2 unconnected molecules or ions with the total composition C5H12O in a non-equilibrium geometry (ωB97M-V with the def2-TZVPD basis set, OMol25).

Structure (XYZ):
```
18
Properties=species:S:1:pos:R:3:forces:R:3
C -2.826 -0.182 -1.495 -0.7 -0.4 0.3
C -2.530 -0.657 -0.288 0.0 0.4 -1.1
C -3.533 -0.885 0.801 0.3 -0.3 0.3
H -2.073 -0.134 -2.269 0.0 0.2 0.0
H -3.864 0.030 -1.741 0.2 0.2 -0.2
H -1.474 -0.897 -0.231 0.0 -0.2 1.0
H -3.414 -1.889 1.220 0.1 0.1 0.1
H -4.561 -0.830 0.453 0.0 0.2 -0.3
H -3.435 -0.169 1.619 0.1 -0.1 0.0
C 2.585 1.087 0.827 0.2 -0.8 0.4
C 3.363 0.697 -0.403 0.4 -0.1 -1.3
O 3.929 -0.622 -0.406 -0.4 0.1 0.1
H 2.010 0.168 1.005 -0.5 0.5 0.3
H 1.933 1.937 0.641 -0.1 -0.1 -0.1
H 3.131 1.291 1.749 0.4 0.0 -0.2
H 2.625 0.708 -1.216 0.2 0.0 0.0
H 4.199 1.308 -0.749 -0.2 0.7 0.5
H 3.935 -0.962 0.483 0.0 -0.2 0.5
```
Positions in Å, forces in eV/Å.

- HOMO energy (eV) = -9.68
- gap between HOMO and LUMO (eV) = 10.568
- energy above the lowest of the compared OMol25 structures with the same formula, charge and spin (kJ/mol) = 160.2
- SMILES = C=CC.CCO
- max |F| (eV/A) = 1.39

---

# C5H12O

A single C5H12O molecule in a non-equilibrium geometry (ωB97M-V with the def2-TZVPD basis set, OMol25).

Structure (XYZ):
```
18
Properties=species:S:1:pos:R:3:forces:R:3
C 2.035 -0.212 -0.388 0.2 -0.9 0.2
O 1.158 -0.123 0.704 -0.1 0.7 -0.5
C -0.192 0.038 0.253 -0.6 -0.2 0.5
C -0.419 0.978 -1.030 0.0 0.1 0.0
C -0.741 -1.381 -0.018 -0.1 0.1 -0.3
C -0.936 0.616 1.491 0.0 0.1 -0.2
H 1.887 0.633 -1.034 0.4 0.4 -0.4
H 1.822 -1.126 -0.970 0.3 0.2 0.0
H 3.055 -0.248 -0.006 -0.1 0.0 0.0
H 0.134 0.865 -1.998 0.0 -0.7 1.1
H -1.454 0.839 -1.356 -0.1 0.1 0.4
H -0.282 2.052 -0.830 -0.1 -0.3 0.5
H -0.292 -1.795 -0.924 -0.1 0.0 0.0
H -0.543 -2.094 0.799 0.1 0.6 -0.1
H -1.824 -1.335 -0.153 0.0 0.0 -0.1
H -1.018 -0.092 2.336 0.3 0.0 -0.6
H -0.431 1.499 1.899 0.0 -0.1 -0.3
H -1.960 0.887 1.224 0.1 0.1 0.0
```
Positions in Å, forces in eV/Å.

- HOMO energy (eV) = -9.55
- gap between HOMO and LUMO (eV) = 10.499
- energy above the lowest of the compared OMol25 structures with the same formula, charge and spin (kJ/mol) = 91.7
- SMILES = COC(C)(C)C
- max |F| (eV/A) = 1.34

---

# C5H12O

A single C5H12O molecule in a non-equilibrium geometry (ωB97M-V with the def2-TZVPD basis set, OMol25).

Structure (XYZ):
```
18
Properties=species:S:1:pos:R:3:forces:R:3
C -2.709 0.284 -0.176 0.0 0.0 0.0
C -1.413 -0.371 0.296 0.0 0.0 0.0
C -0.202 -0.008 -0.569 0.1 0.1 0.1
C 1.076 -0.634 0.004 0.1 0.3 1.0
C 2.415 0.027 -0.237 0.7 0.7 1.1
O 2.764 0.502 1.175 1.2 0.6 -1.3
H -2.952 -0.011 -1.204 0.0 0.0 0.1
H -3.555 0.004 0.461 0.1 0.0 -0.1
H -2.626 1.378 -0.155 0.0 -0.2 0.0
H -1.533 -1.464 0.309 0.0 0.2 0.0
H -1.198 -0.076 1.332 -0.1 0.0 -0.2
H -0.417 -0.299 -1.612 0.3 0.0 0.3
H -0.091 1.087 -0.584 0.0 -0.1 0.0
H 1.296 -0.311 1.079 -2.5 -1.6 -0.6
H 1.076 -1.732 -0.079 0.1 0.4 -0.1
H 2.401 0.883 -0.918 0.1 -0.1 0.1
H 3.229 -0.660 -0.480 -0.2 0.2 0.0
H 2.439 1.401 1.358 0.1 -0.4 -0.5
```
Positions in Å, forces in eV/Å.

- HOMO energy (eV) = -10.08
- gap between HOMO and LUMO (eV) = 11.129
- energy above the lowest of the compared OMol25 structures with the same formula, charge and spin (kJ/mol) = 145.0
- SMILES = CCCCCO
- max |F| (eV/A) = 3.04

---

# C5H12O

3 unconnected molecules or ions with the total composition C5H12O in a non-equilibrium geometry (ωB97M-V with the def2-TZVPD basis set, OMol25).

Structure (XYZ):
```
18
Properties=species:S:1:pos:R:3:forces:R:3
C -1.273 -1.394 2.008 -1.0 0.3 -0.4
O -0.360 -1.192 1.034 0.3 0.0 0.0
C -0.485 -0.033 0.379 -0.8 0.1 -0.2
C 0.462 0.062 -0.818 -0.3 0.0 0.0
C 1.962 0.162 -0.452 -0.2 0.0 0.1
C 0.038 1.251 -1.673 0.0 0.1 -0.1
H -2.431 -0.862 1.140 1.3 -0.9 1.1
H -1.294 -0.624 2.788 0.0 -0.1 -0.1
H -1.124 -2.413 2.404 -0.6 0.5 -0.2
H -2.133 -0.190 0.325 1.9 0.2 -0.3
H -0.542 0.856 1.019 0.1 -0.1 -0.1
H 0.333 -0.864 -1.393 -0.1 0.1 0.1
H 2.300 -0.698 0.137 -0.1 0.1 -0.1
H 2.577 0.197 -1.365 -0.3 0.0 0.2
H 2.180 1.073 0.119 -0.1 -0.1 0.0
H -1.012 1.155 -1.962 0.1 0.1 0.0
H 0.155 2.188 -1.112 0.0 -0.1 -0.1
H 0.648 1.327 -2.579 -0.1 0.0 0.1
```
Positions in Å, forces in eV/Å.

- HOMO energy (eV) = -8.95
- gap between HOMO and LUMO (eV) = 9.896
- energy above the lowest of the compared OMol25 structures with the same formula, charge and spin (kJ/mol) = 392.4
- max |F| (eV/A) = 2.00

---

# C5H12O

2 unconnected molecules or ions with the total composition C5H12O (ωB97M-V with the def2-TZVPD basis set, OMol25).

Structure (XYZ):
```
18
Properties=species:S:1:pos:R:3:forces:R:3
C 2.327 -0.392 -0.610 0.0 0.0 0.0
C 1.457 -0.945 0.528 0.0 -0.1 0.1
C 0.320 -0.048 0.865 0.8 0.4 0.2
O -0.829 -0.578 1.183 0.1 -0.9 0.0
C -1.938 0.060 1.408 -0.6 0.5 0.5
C -1.586 0.813 -1.264 0.1 0.1 -0.4
H 3.199 -1.036 -0.770 -0.1 0.1 0.0
H 2.697 0.613 -0.379 -0.1 -0.2 0.0
H 1.770 -0.333 -1.552 0.0 0.0 0.2
H 2.088 -1.099 1.416 0.0 -0.1 -0.1
H 1.053 -1.923 0.240 0.1 0.1 0.1
H 0.459 1.011 1.083 0.0 -0.1 0.0
H -0.756 0.517 -0.596 -0.6 0.3 -0.4
H -1.918 1.139 1.506 0.0 -0.2 0.0
H -2.827 -0.544 1.488 0.1 0.0 0.1
H -2.125 1.702 -0.927 0.2 -0.1 0.0
H -2.307 0.008 -1.419 0.2 0.1 0.1
H -1.083 1.035 -2.200 -0.1 0.1 -0.3
```
Positions in Å, forces in eV/Å.

- HOMO energy (alpha / beta) (eV) = -7.02 / -7.17
- gap between HOMO and LUMO (alpha / beta) (eV) = 8.015 / 8.125
- energy above the lowest of the compared OMol25 structures with the same formula, charge and spin (kJ/mol) = 397.3
- max |F| (eV/A) = 0.93

---

# C5H12O

A molecular structure, C5H12O in a non-equilibrium geometry (ωB97M-V with the def2-TZVPD basis set, OMol25).

Structure (XYZ):
```
18
Properties=species:S:1:pos:R:3:forces:R:3
C -2.533 0.356 -0.375 0.0 -0.1 0.1
C -1.014 0.243 -0.596 0.2 -0.3 0.0
C -0.228 0.042 0.721 -0.1 -1.3 0.3
C 1.316 -1.285 0.563 -1.3 0.8 0.2
O 2.488 -0.605 0.603 0.1 -0.1 0.0
C 2.289 0.568 -0.130 -0.3 0.4 -0.1
H -2.904 -0.515 0.178 0.0 0.1 -0.1
H -3.080 0.402 -1.326 0.2 0.0 0.2
H -2.800 1.252 0.200 0.1 -0.2 -0.1
H -0.685 1.131 -1.166 0.1 -0.3 0.4
H -0.818 -0.614 -1.248 -0.1 0.0 -0.1
H -0.290 1.024 1.269 1.0 -1.0 -0.2
H -0.730 -0.649 1.368 -0.8 -0.4 0.2
H 1.407 -2.130 1.279 -0.8 0.7 -0.2
H 1.035 -1.633 -0.442 0.0 0.1 0.1
H 3.125 1.246 0.067 -0.4 0.0 -0.1
H 1.235 0.806 0.244 1.9 1.3 -0.8
H 2.187 0.361 -1.208 0.2 0.0 0.1
```
Positions in Å, forces in eV/Å.

- HOMO energy (eV) = -9.15
- gap between HOMO and LUMO (eV) = 10.295
- energy above the lowest of the compared OMol25 structures with the same formula, charge and spin (kJ/mol) = 344.3
- max |F| (eV/A) = 2.40

---

# C5H12O

A molecular structure, C5H12O in a non-equilibrium geometry (ωB97M-V with the def2-TZVPD basis set, OMol25).

Structure (XYZ):
```
18
Properties=species:S:1:pos:R:3:forces:R:3
C 1.592 0.844 0.545 0.0 -0.9 0.3
C -0.355 0.531 0.589 2.4 -0.2 0.1
C -0.610 0.197 2.040 0.1 0.2 0.0
C -0.628 -0.643 -0.326 0.1 0.1 -0.1
C -0.447 -0.336 -1.797 0.1 0.4 0.2
O -0.721 -1.516 -2.529 0.0 0.0 -0.3
H 2.057 1.304 -0.353 -0.8 -0.3 0.3
H 1.868 -0.190 0.626 0.6 -0.4 0.1
H 1.899 1.439 1.416 -0.4 -0.3 -0.1
H 0.214 1.426 0.268 -2.6 1.1 -0.4
H 0.016 -0.658 2.352 -0.1 0.2 0.0
H -1.653 -0.116 2.210 0.2 0.2 -0.3
H -0.416 1.042 2.704 0.1 -0.1 0.0
H 0.008 -1.501 -0.045 -0.1 0.1 -0.1
H -1.662 -1.003 -0.189 0.2 0.3 0.1
H 0.583 0.012 -1.973 -0.1 -0.1 -0.1
H -1.131 0.482 -2.073 0.1 -0.2 0.0
H -0.615 -1.315 -3.466 0.0 -0.1 0.1
```
Positions in Å, forces in eV/Å.

- HOMO energy (eV) = -8.13
- gap between HOMO and LUMO (eV) = 9.127
- energy above the lowest of the compared OMol25 structures with the same formula, charge and spin (kJ/mol) = 345.6
- max |F| (eV/A) = 2.84

---

# C5H12O

2 unconnected molecules or ions with the total composition C5H12O in a non-equilibrium geometry (ωB97M-V with the def2-TZVPD basis set, OMol25).

Structure (XYZ):
```
18
Properties=species:S:1:pos:R:3:forces:R:3
C -1.324 0.484 -2.658 0.7 -0.3 0.5
C -0.656 -0.455 -1.979 -1.5 0.1 -0.5
C -1.106 -1.881 -2.007 -0.1 -0.1 1.3
H -0.867 1.455 -2.808 -0.5 0.2 0.3
H -2.320 0.256 -3.018 0.2 0.1 -0.7
H 0.108 -0.175 -1.290 1.1 0.0 -0.2
H -0.464 -2.496 -2.627 0.0 0.0 -0.4
H -2.156 -1.960 -2.288 0.1 -0.1 -0.4
H -1.036 -2.339 -1.014 0.0 0.1 0.0
C 0.725 1.641 1.954 -0.8 -0.3 -0.8
C 1.628 0.458 2.203 0.9 -0.2 0.8
O 0.955 -0.797 2.196 -0.3 0.0 0.3
H -0.028 1.341 1.216 0.0 0.1 0.1
H 1.215 2.507 1.525 0.4 0.1 0.1
H 0.184 1.951 2.847 0.1 0.0 0.1
H 2.481 0.332 1.539 -0.4 0.3 -0.6
H 2.135 0.603 3.159 -0.1 -0.1 0.3
H 0.526 -0.926 3.053 0.1 0.1 -0.3
```
Positions in Å, forces in eV/Å.

- HOMO energy (eV) = -9.27
- gap between HOMO and LUMO (eV) = 10.221
- energy above the lowest of the compared OMol25 structures with the same formula, charge and spin (kJ/mol) = 161.2
- SMILES = C=CC.CCO
- max |F| (eV/A) = 1.56

---

# C5H12O

2 unconnected molecules or ions with the total composition C5H12O in a non-equilibrium geometry (ωB97M-V with the def2-TZVPD basis set, OMol25).

Structure (XYZ):
```
18
Properties=species:S:1:pos:R:3:forces:R:3
C 1.111 -0.712 -1.669 0.0 0.0 0.0
C 1.505 0.706 1.456 0.6 0.3 0.0
O 0.209 0.558 1.390 -0.1 -0.7 0.7
C -0.660 1.161 0.651 -0.5 0.6 -0.6
C 0.073 -1.638 -1.036 0.0 0.0 0.0
C -2.084 0.746 0.769 0.0 0.0 0.0
H 0.856 -0.467 -2.707 0.0 -0.1 0.2
H 2.107 -1.172 -1.669 -0.2 0.1 0.0
H 1.178 0.227 -1.106 0.0 -0.2 -0.2
H 1.993 0.109 2.209 0.0 0.1 -0.1
H 1.974 1.507 0.896 0.0 -0.1 0.1
H -0.305 1.956 -0.002 -0.1 -0.1 0.1
H -0.937 -1.216 -1.114 0.2 -0.1 0.0
H 0.289 -1.780 0.029 -0.1 0.0 -0.2
H 0.065 -2.626 -1.512 0.0 0.2 0.1
H -2.725 1.543 1.170 0.1 -0.1 -0.1
H -2.154 -0.114 1.443 0.0 0.1 -0.1
H -2.506 0.449 -0.201 0.1 0.1 0.1
```
Positions in Å, forces in eV/Å.

- HOMO energy (alpha / beta) (eV) = -6.99 / -7.23
- gap between HOMO and LUMO (alpha / beta) (eV) = 7.964 / 8.323
- energy above the lowest of the compared OMol25 structures with the same formula, charge and spin (kJ/mol) = 369.1
- max |F| (eV/A) = 1.00

---

# C5H12O

A single C5H12O molecule (ωB97M-V with the def2-TZVPD basis set, OMol25).

Structure (XYZ):
```
18
Properties=species:S:1:pos:R:3:forces:R:3
C -1.361 0.262 -1.594 -0.2 0.1 -0.1
O -0.417 -0.619 -1.040 0.0 0.0 0.0
C 0.239 -0.199 0.160 0.1 0.0 0.2
C 1.183 0.972 -0.128 0.0 0.1 0.0
C -0.771 0.168 1.251 -0.1 0.0 0.0
C 1.046 -1.424 0.585 0.0 0.0 0.0
H -0.959 1.272 -1.761 0.0 -0.2 0.0
H -2.268 0.347 -0.976 0.2 0.0 -0.1
H -1.643 -0.154 -2.565 0.0 0.1 0.2
H 0.644 1.854 -0.488 0.1 -0.1 0.1
H 1.718 1.267 0.782 -0.1 -0.1 -0.1
H 1.919 0.686 -0.886 -0.1 0.0 0.1
H -1.281 1.115 1.039 0.1 -0.1 0.0
H -1.526 -0.621 1.343 0.1 0.1 0.0
H -0.265 0.269 2.217 0.0 0.0 -0.2
H 0.380 -2.227 0.916 0.1 0.1 -0.1
H 1.633 -1.792 -0.262 -0.1 0.1 0.1
H 1.728 -1.176 1.406 -0.1 0.0 -0.1
```
Positions in Å, forces in eV/Å.

- HOMO energy (eV) = -9.69
- gap between HOMO and LUMO (eV) = 10.650
- energy above the lowest of the compared OMol25 structures with the same formula, charge and spin (kJ/mol) = 43.1
- SMILES = COC(C)(C)C
- max |F| (eV/A) = 0.29

---

# C5H12O

2 unconnected molecules or ions with the total composition C5H12O in a non-equilibrium geometry (ωB97M-V with the def2-TZVPD basis set, OMol25).

Structure (XYZ):
```
18
Properties=species:S:1:pos:R:3:forces:R:3
C -0.303 0.916 -1.506 -0.4 -0.3 -0.2
O 0.299 1.056 -0.247 0.3 0.1 0.1
C 0.423 -0.156 0.332 -1.0 -0.6 0.0
C -1.499 -0.994 0.031 0.6 -0.3 1.1
C 1.321 -1.154 -0.382 -0.2 -0.1 0.0
C 0.647 -0.023 1.828 -0.3 -0.2 -0.1
H -1.060 0.067 -1.184 0.5 1.7 -1.7
H 0.398 0.527 -2.259 -0.2 0.1 0.1
H -0.660 1.908 -1.808 -0.2 -0.4 0.0
H -2.307 -1.188 -0.734 1.3 0.6 0.1
H -1.157 -1.979 0.308 -0.1 -0.3 0.6
H -2.013 -0.473 0.835 0.1 -0.2 0.3
H 0.883 -1.435 -1.341 0.1 -0.1 0.1
H 2.331 -0.758 -0.572 -0.3 0.1 0.2
H 1.422 -2.053 0.231 0.0 0.1 -0.1
H 1.707 -0.029 2.135 -0.3 0.0 -0.4
H 0.194 0.902 2.195 0.0 -0.2 -0.1
H 0.165 -0.876 2.310 0.0 0.0 0.1
```
Positions in Å, forces in eV/Å.

- HOMO energy (eV) = -8.66
- gap between HOMO and LUMO (eV) = 9.626
- energy above the lowest of the compared OMol25 structures with the same formula, charge and spin (kJ/mol) = 340.0
- max |F| (eV/A) = 2.47

---

# C5H12O

2 unconnected molecules or ions with the total composition C5H12O (ωB97M-V with the def2-TZVPD basis set, OMol25).

Structure (XYZ):
```
18
Properties=species:S:1:pos:R:3:forces:R:3
C -0.169 -1.732 -1.880 0.0 0.1 0.1
C 0.068 -0.746 -1.017 -0.2 -0.2 -0.2
O 1.321 -0.603 -0.483 0.0 0.1 0.1
C -0.948 0.287 -0.607 -0.1 0.0 0.0
C -0.545 1.698 -1.046 0.0 0.1 0.0
H -1.149 -1.847 -2.326 0.1 0.0 0.1
H 0.614 -2.431 -2.155 -0.1 0.1 0.0
H 1.304 0.083 0.196 0.0 -0.1 -0.1
H -1.915 0.020 -1.042 0.2 0.0 0.0
H -1.079 0.259 0.484 0.0 0.0 -0.2
H 0.397 2.018 -0.584 -0.1 0.0 -0.1
H -1.312 2.430 -0.773 0.1 -0.1 0.0
H -0.406 1.730 -2.131 0.0 0.0 0.1
C 0.763 -0.234 2.669 0.0 0.0 0.1
H 0.506 -0.447 3.709 0.0 0.0 -0.1
H 0.146 0.599 2.318 0.1 -0.1 0.1
H 1.820 0.038 2.610 -0.1 0.0 0.0
H 0.581 -1.121 2.057 0.0 0.1 0.1
```
Positions in Å, forces in eV/Å.

- HOMO energy (eV) = -8.72
- gap between HOMO and LUMO (eV) = 9.585
- energy above the lowest of the compared OMol25 structures with the same formula, charge and spin (kJ/mol) = 81.2
- SMILES = C=C(O)CC.C
- max |F| (eV/A) = 0.36

---

# C5H12O

2 unconnected molecules or ions with the total composition C5H12O (ωB97M-V with the def2-TZVPD basis set, OMol25).

Structure (XYZ):
```
18
Properties=species:S:1:pos:R:3:forces:R:3
C -0.801 1.779 0.496 0.0 0.3 0.2
O -1.078 0.451 0.763 0.1 -0.2 -0.1
C -0.148 -0.420 0.491 0.0 -0.1 0.1
C 0.111 0.425 -1.715 0.0 -0.1 -0.2
C 1.264 -0.174 0.933 0.0 0.0 -0.1
C -0.624 -1.828 0.340 0.0 0.0 0.0
H -0.244 1.313 -0.784 0.0 0.0 0.0
H 0.023 2.187 1.088 -0.1 0.0 -0.1
H -1.721 2.352 0.596 0.1 -0.1 0.0
H 0.305 1.214 -2.456 0.0 -0.1 0.2
H 0.998 -0.216 -1.721 -0.1 0.1 0.0
H -0.749 -0.150 -2.077 0.1 0.1 0.1
H 1.643 0.795 0.601 -0.1 -0.1 0.0
H 1.315 -0.205 2.032 0.0 0.0 -0.1
H 1.919 -0.957 0.540 -0.1 0.1 0.1
H -0.374 -2.440 1.217 0.0 0.1 -0.1
H -1.705 -1.845 0.185 0.2 0.0 0.0
H -0.134 -2.282 -0.530 0.0 0.1 0.1
```
Positions in Å, forces in eV/Å.

- HOMO energy (eV) = -7.41
- gap between HOMO and LUMO (eV) = 8.284
- energy above the lowest of the compared OMol25 structures with the same formula, charge and spin (kJ/mol) = 427.6
- max |F| (eV/A) = 0.35